(1)
A gas-phase ion, CHClN4OP (charge -1) in a non-equilibrium geometry, computed with ωB97M-V with the def2-TZVPD basis set.

Geometry (Å):
C1 -0.43978 0.05915 -0.02178
N1 -1.32754 1.27233 -1.54954
N2 -1.52301 0.99415 -0.30288
N3 0.25363 -0.13315 -1.13623
N4 -0.30755 0.63072 -2.05674
O1 1.32133 -1.49143 0.92776
P1 -0.07627 -0.85591 1.46689
Cl1 0.62132 0.67176 2.64898
H1 1.47787 -1.14761 0.02355

## Properties
- energy relative to the best compared isomer or geometry (same formula, charge and spin) (kcal per mole) = 0.00
- HOMO level (eV) = -5.08
- electronic energy (eV) = -30874.272
- strongest force on any atom (eV Å⁻¹) = 3.9
- E_LUMO (eV) = 3.667
- total charge = -1



(2)
2 unconnected molecules or ions with the total composition C29H33O6S2 in a non-equilibrium geometry, computed with ωB97M-V with the def2-TZVPD basis set.

Geometry (Å):
C1 -3.68209 -3.71644 -0.75060
C2 -2.57850 -2.67014 -0.52210
C3 -2.64925 -1.67644 -1.67868
C4 -2.83097 -2.03890 0.84688
C5 -1.17280 -3.30276 -0.50044
C6 0.04309 -2.47581 -0.39408
O1 0.02810 -1.21009 -0.23553
C7 1.31335 -3.20258 -0.48853
C8 2.66078 -2.45897 -0.53877
C9 3.85072 -3.42508 -0.62763
C10 2.81815 -1.64761 0.73824
C11 2.67573 -1.55670 -1.76828
C12 1.32862 -4.57647 -0.54777
C13 0.15793 -5.32143 -0.59809
C14 -1.07358 -4.67612 -0.56676
H1 -3.72499 -4.44313 0.07004
H2 -4.65392 -3.21099 -0.79377
H3 -3.54155 -4.25711 -1.69507
H4 -1.87256 -0.91717 -1.58130
H5 -2.48972 -2.21862 -2.62027
H6 -3.63432 -1.19836 -1.71332
H7 -1.98498 -1.42506 1.16714
H8 -3.74357 -1.43181 0.82407
H9 -2.95186 -2.83811 1.59200
H10 3.80071 -4.04018 -1.53601
H11 4.77639 -2.83797 -0.66034
H12 3.89186 -4.08230 0.25171
H13 1.98435 -0.95008 0.83914
H14 2.80585 -2.31763 1.60676
H15 3.76238 -1.09329 0.71727
H16 1.85302 -0.83723 -1.71838
H17 3.63101 -1.02547 -1.81756
H18 2.56033 -2.17179 -2.66931
H19 2.28789 -5.09514 -0.57342
H20 0.20820 -6.40395 -0.66998
H21 -1.98642 -5.27497 -0.60747
C15 -0.61536 5.40405 -4.60950
O2 -1.63498 4.82319 -3.76679
C16 -1.32044 3.81600 -2.91347
C17 -0.00135 3.33629 -2.72334
C18 0.23789 2.38539 -1.74142
C19 -0.81393 1.80137 -1.00446
C20 -0.60301 0.92683 0.14373
C21 0.15321 1.37982 1.19228
S1 0.08361 0.64420 2.79441
O3 -1.30400 0.34547 3.06125
O4 1.11721 -0.35698 2.93769
C22 0.57674 2.05802 3.78623
C23 1.00456 3.16521 3.07823
C24 1.43863 4.30890 3.74885
C25 1.49382 4.30622 5.14238
C26 1.08190 3.17672 5.85669
C27 0.61357 2.04674 5.18300
S2 0.85493 3.01456 1.29079
O5 2.18440 3.00919 0.71157
O6 -0.11926 4.00229 0.90395
C28 -2.13622 2.23050 -1.28586
C29 -2.39310 3.24375 -2.18272
H22 -1.14247 6.15399 -5.20350
H23 0.16570 5.88834 -4.00685
H24 -0.16954 4.64731 -5.27122
H25 0.84042 3.76899 -3.27003
H26 1.26619 2.09412 -1.52473
H27 -1.38589 0.21337 0.35380
H28 1.74556 5.17712 3.17611
H29 1.85282 5.18664 5.67436
H30 1.11386 3.17556 6.94578
H31 0.28726 1.15539 5.71914
H32 -2.94688 1.84092 -0.66519
H33 -3.39321 3.65644 -2.31096

## Properties
- energy relative to the best compared isomer or geometry (same formula, charge and spin) (kcal per mole) = 6.12
- HOMO level (eV) = -3.28
- electronic energy (eV) = -64562.766
- strongest force on any atom (eV Å⁻¹) = 2.7
- E_LUMO (eV) = 2.367
- total charge = -1



(3)
2 unconnected molecules or ions with the total composition C9H19NOS in a non-equilibrium geometry, computed with ωB97M-V with the def2-TZVPD basis set.

Geometry (Å):
C1 -0.25891 -0.64569 2.01845
C2 -0.61032 -0.19221 0.63837
C3 -1.59985 -1.01069 1.38018
C4 -0.17745 0.25711 3.28534
C5 -1.79568 -2.48922 0.96591
C6 -2.88040 -0.31472 1.73995
C7 1.11685 1.93873 -3.84117
C8 1.98262 1.05821 -2.90772
C9 1.62323 1.23358 -1.48249
N1 2.13884 0.13958 -0.70544
O1 1.79354 -2.22611 0.00343
S1 1.23235 -1.25289 -0.90571
H1 0.42304 -1.42368 2.19717
H2 -0.74070 0.92498 0.27964
H3 0.85148 0.09823 3.72874
H4 -0.93052 0.09374 4.07518
H5 -0.16678 1.28297 3.05152
H6 -1.69712 -2.55818 -0.15247
H7 -2.71695 -2.88660 1.31760
H8 -0.94554 -3.20066 1.28948
H9 -3.73337 -0.64649 1.20226
H10 -2.76241 0.84422 1.55248
H11 -3.17708 -0.38060 2.86813
H12 1.47793 2.04933 -4.92136
H13 0.03300 1.68445 -3.78662
H14 1.04047 3.01110 -3.41509
H15 2.97931 1.43824 -3.09898
H16 1.80687 0.02854 -3.32009
H17 1.92813 2.08501 -1.00578
H18 0.59515 1.04451 -1.30209
H19 3.17026 0.01522 -0.74882

## Properties
- energy relative to the best compared isomer or geometry (same formula, charge and spin) (kcal per mole) = 116.01
- HOMO level (alpha / beta) (eV) = -7.57 / -7.70
- electronic energy (eV) = -24008.969
- strongest force on any atom (eV Å⁻¹) = 4.0
- E_LUMO (alpha / beta) (eV) = 0.191 / 0.069



(4)
2 unconnected molecules or ions with the total composition C5H15N2 in a non-equilibrium geometry, computed with ωB97M-V with the def2-TZVPD basis set.

Geometry (Å):
C1 1.11453 0.71008 -1.64668
C2 -0.12696 -0.22806 -1.56267
C3 -0.17518 -0.97970 -0.20480
C4 -0.31962 -0.08282 1.03745
C5 -1.59752 0.73142 1.13558
N1 -2.67119 -0.23954 1.26063
N2 2.83804 -0.09537 0.19969
H1 1.71036 0.50264 -2.55009
H2 0.97392 1.79221 -1.44166
H3 -1.04704 0.39109 -1.65135
H4 -0.19370 -0.87702 -2.44549
H5 0.70497 -1.59881 -0.13795
H6 -1.06242 -1.64067 -0.20331
H7 -0.22833 -0.67837 1.94855
H8 0.55033 0.56782 0.95155
H9 -1.71377 1.26359 0.18106
H10 -1.69148 1.45853 2.03853
H11 -2.34024 -1.18525 1.51067
H12 -3.46742 -0.01644 1.85580
H13 3.50438 -0.58669 -0.40530
H14 3.31610 0.44225 0.92734
H15 1.92225 0.34913 -0.79753

## Properties
- energy relative to the best compared isomer or geometry (same formula, charge and spin) (kcal per mole) = 146.07
- HOMO level (alpha / beta) (eV) = -19.72 / -19.72
- electronic energy (eV) = -8383.975
- strongest force on any atom (eV Å⁻¹) = 3.7
- E_LUMO (alpha / beta) (eV) = -12.248 / -12.249
- ⟨S²⟩ = 0.75
- total charge = +2
- multiplicity = 2